DFT (wB97M-V/def2-TZVPD) results for 2 unconnected molecules or ions with the total composition C35H40N3O at a distorted geometry.

Its total energy is -1596.94037 Eh. For the energy above the lowest of the compared OMol25 structures with the same formula, charge and spin, the calculation gives 14.59 kcal/mol. Its net charge is +1. The value obtained for the HOMO-LUMO gap is 0.223 Eh. The spin multiplicity is 1. For the HOMO energy, the calculation gives -0.3963 hartree. The largest force on an atom is 2.4 eV/Å. For the LUMO energy, the calculation gives -4.711 eV.

```
79
Properties=species:S:1:pos:R:3:forces:R:3:lowdin_charge:R:1
C 4.2851 -3.6168 0.6352 0.6 -0.2 0.4 -0.144
C 2.8264 -3.2181 0.4562 -1.0 0.1 1.0 -0.179
N 2.0843 -3.1411 1.7917 1.1 -0.6 0.4 -0.125
C 2.8208 -2.1842 2.7454 -1.1 -0.7 -0.8 -0.176
C 4.2748 -2.5874 2.9476 0.5 -0.4 -0.2 -0.151
C 4.5785 -3.8738 2.1362 -0.5 0.2 -0.1 -0.297
C 3.6331 -4.9982 2.6253 0.8 0.2 -0.1 -0.153
C 2.1908 -4.5621 2.4184 -0.7 1.5 -0.6 -0.165
H 4.4615 -4.5415 0.0674 0.3 0.3 0.1 0.115
H 4.9360 -2.8170 0.2553 0.0 -0.3 0.0 0.112
H 2.7465 -2.2658 -0.0895 -0.1 -0.2 0.5 0.074
H 2.3114 -3.9704 -0.1589 -0.1 0.2 0.3 0.111
H 2.7571 -1.1487 2.3733 -0.2 -0.4 -0.2 0.101
H 2.2893 -2.1971 3.7091 -0.1 -0.1 -0.4 0.108
H 4.9286 -1.7702 2.6138 0.1 -0.3 0.2 0.111
H 4.4391 -2.7809 4.0165 0.3 0.1 -0.3 0.114
H 5.6235 -4.1647 2.2722 -0.1 0.0 0.0 0.136
H 3.8223 -5.9128 2.0484 0.1 0.1 0.3 0.114
H 3.8065 -5.1947 3.6909 0.1 -0.1 -0.3 0.114
H 1.6513 -4.5684 3.3749 0.0 0.3 -0.3 0.108
H 1.6765 -5.2665 1.7510 0.0 0.4 0.1 0.107
C -0.1394 4.1995 -2.8593 0.0 0.1 0.2 0.006
N -0.3532 2.7691 -2.8165 -0.1 -0.6 -0.8 -0.032
C -0.3192 1.9929 -3.9516 0.3 1.5 -0.3 -0.401
O -0.0841 2.4139 -5.0780 -0.3 -0.9 1.2 0.090
C -0.5669 0.5551 -3.5299 -1.0 0.4 -0.5 -0.156
C 0.6594 -0.2934 -3.7987 0.4 0.0 -0.1 -0.077
C 1.8701 0.2651 -3.1038 0.7 -0.2 0.2 -0.225
C 2.6939 1.1857 -3.7594 0.0 0.2 0.0 -0.030
C 3.7883 1.7560 -3.1091 0.0 0.0 0.2 -0.061
C 4.0741 1.4085 -1.7831 -0.2 -0.1 0.0 -0.074
C 3.2768 0.4584 -1.1294 0.1 0.0 -0.1 -0.074
C 2.2120 -0.1423 -1.8106 -0.1 0.3 0.2 -0.056
N -0.8964 0.7028 -2.1081 0.0 -2.0 1.4 0.041
C -0.9866 -0.3537 -1.2778 0.2 1.6 -1.2 0.001
C -0.9854 -0.1838 0.1030 0.3 -0.2 1.7 -0.045
C -1.0305 -1.2270 1.0357 -1.2 0.7 -1.7 0.058
C -1.5048 -1.0373 2.3820 -0.2 0.4 1.0 -0.205
C -1.9174 -2.1512 3.1547 0.5 0.2 -0.4 -0.014
C -2.2718 -2.0092 4.4858 -0.3 0.4 0.4 -0.058
C -2.2896 -0.7346 5.0828 0.3 -0.3 -0.4 -0.037
C -2.0066 0.3973 4.2966 -0.3 -0.1 0.2 -0.061
C -1.6655 0.2600 2.9607 0.1 -0.6 -0.1 -0.008
C -0.7675 2.0840 -1.6062 0.5 0.8 -0.3 -0.241
C -2.0154 2.6762 -0.9898 -0.6 0.0 -0.2 -0.043
C -3.1970 2.6793 -1.6371 0.9 0.0 0.4 -0.022
C -4.4765 3.0906 -1.0708 -1.0 0.4 0.2 -0.220
C -5.6168 3.0762 -1.9062 0.5 0.0 0.5 -0.035
C -6.8613 3.4615 -1.4191 -0.1 0.1 0.2 -0.072
C -6.9986 3.8671 -0.0845 0.2 -0.1 -0.2 -0.069
C -5.8753 3.8768 0.7563 0.0 0.0 0.0 -0.074
C -4.6254 3.4869 0.2784 -0.1 -0.1 -0.5 -0.032
H 0.1014 4.4681 -3.8876 0.0 0.0 0.1 0.099
H -1.0466 4.7183 -2.5365 0.1 0.0 -0.1 0.095
H 0.6892 4.4794 -2.1986 -0.1 0.0 -0.1 0.102
H -1.4486 0.1966 -4.0820 0.2 -0.1 0.1 0.176
H 0.4655 -1.3234 -3.5003 0.0 -0.1 -0.1 0.122
H 0.8269 -0.2596 -4.8774 -0.1 -0.2 0.0 0.138
H 2.4625 1.4599 -4.7939 0.1 0.0 0.4 0.124
H 4.4146 2.4829 -3.6373 -0.2 -0.3 0.2 0.114
H 4.9203 1.8672 -1.2643 -0.3 -0.2 -0.2 0.109
H 3.4799 0.1821 -0.0859 0.0 0.1 -0.5 0.101
H 1.6230 -0.9286 -1.3265 0.2 0.3 -0.1 0.090
H -1.1474 -1.3265 -1.7401 0.4 0.1 0.0 0.161
H -0.9616 0.8545 0.4717 -0.2 -0.8 -0.2 0.094
H -0.8728 -2.2532 0.6574 -0.2 0.5 0.4 0.136
H -1.9964 -3.1182 2.6571 0.3 0.1 0.3 0.123
H -2.5715 -2.8825 5.0706 0.1 0.3 -0.2 0.116
H -2.5389 -0.6235 6.1461 0.1 -0.1 -0.6 0.120
H -2.0947 1.3929 4.7423 0.0 -0.4 -0.2 0.116
H -1.5598 1.1491 2.3424 0.2 -0.2 0.3 0.103
H 0.0348 2.1385 -0.8527 0.0 -0.2 -0.3 0.159
H -1.8862 3.1620 -0.0125 -0.2 -0.5 -0.4 0.115
H -3.2244 2.3675 -2.6873 0.0 -0.2 0.3 0.129
H -5.4930 2.7544 -2.9407 -0.1 0.1 0.2 0.113
H -7.7310 3.4472 -2.0823 0.3 0.0 0.3 0.112
H -7.9784 4.1738 0.2983 0.5 -0.1 -0.2 0.112
H -5.9828 4.1936 1.7980 0.0 -0.1 -0.4 0.109
H -3.7507 3.4779 0.9348 -0.4 0.1 -0.1 0.102
```
Forces are in eV/Å.

DFT (wB97M-V/def2-TZVPD) results for a molecular structure, C5H4N2O at a distorted geometry.

Its total energy is -377.50495 Eh. For the energy above the lowest of the compared OMol25 structures with the same formula, charge and spin, the calculation gives 99.84 kcal/mol. The value obtained for the HOMO-LUMO gap is 0.341 Eh. The spin multiplicity is 1. For the HOMO energy, the calculation gives -0.3912 hartree. The largest force on an atom is 6.8 eV/Å. For the LUMO energy, the calculation gives -1.375 eV.

```
12
Properties=species:S:1:pos:R:3:forces:R:3:lowdin_charge:R:1
C -0.3127 0.9249 0.6414 -6.3 0.7 -2.4 -0.454
C 0.2341 -0.4303 0.3409 2.3 -2.1 1.1 -0.066
C 0.1427 -1.2290 -0.7853 1.3 2.6 0.8 -0.057
C 1.0501 -2.3840 -0.7510 -2.6 2.3 -0.4 -0.243
C -0.8546 1.3466 -0.8357 -1.0 -0.3 -2.4 -0.139
H -0.4144 2.3791 2.0897 4.5 -1.9 -4.1 0.312
H -1.4432 0.9512 1.2274 3.0 -1.2 -1.7 0.197
H 0.9507 -0.7855 1.1937 -1.6 0.4 -1.5 0.158
H -0.2321 -0.7295 -1.7531 0.3 -1.6 1.6 0.115
N 1.7365 -3.2788 -0.6461 1.3 -1.7 0.1 0.149
N -1.2801 1.3333 -1.9477 1.6 0.4 4.2 0.121
O 0.4232 1.9019 1.2258 -2.8 2.4 4.8 -0.091
```
Forces are in eV/Å.

DFT (wB97M-V/def2-TZVPD) results for C7H11NO2Si in the gas phase at a distorted geometry.

Its total energy is -767.90626 Eh. As for the SMILES: CC1=CC=C([N+](=O)[O-])[Si]1(C)C. For the energy above the lowest of the compared OMol25 structures with the same formula, charge and spin, the calculation gives 21.44 kcal/mol. The value obtained for the HOMO-LUMO gap is 0.307 Eh. The spin multiplicity is 1. For the HOMO energy, the calculation gives -0.3214 hartree. The largest force on an atom is 4.3 eV/Å. For the LUMO energy, the calculation gives -0.397 eV.

```
22
Properties=species:S:1:pos:R:3:forces:R:3:lowdin_charge:R:1
C -0.2811 -2.0261 0.0172 -2.1 -2.3 -0.3 -0.184
C 1.1271 -1.9318 0.0989 3.2 1.2 -0.1 -0.069
C -1.0593 -0.9442 0.0739 1.3 1.3 0.5 -0.278
C 1.5635 -0.6299 0.1552 2.3 -0.4 0.8 -0.141
C -2.4411 -0.8294 -0.4503 -1.6 -1.7 0.7 -0.110
C -0.1711 1.3755 -1.3554 1.8 0.9 1.8 -0.149
C -0.2046 1.7689 1.7285 0.2 -0.5 -0.5 -0.141
N 3.0667 -0.1144 0.1530 -4.1 -0.9 -0.6 -0.394
O 3.9550 -0.8781 0.3637 1.1 -0.1 0.1 0.088
O 3.1082 1.0712 -0.1419 0.8 -0.1 0.4 0.024
Si 0.1975 0.6154 0.2874 -2.2 -1.8 -0.6 0.706
H -0.6652 -3.0524 -0.1969 0.0 0.8 -0.1 0.122
H 1.7714 -2.8615 -0.0424 -0.7 1.6 0.4 0.146
H -3.2753 -1.1066 0.3081 1.4 0.7 -1.0 0.107
H -2.6103 -1.5678 -1.2869 0.2 0.9 0.6 0.093
H -2.5676 0.1936 -0.7750 -0.5 0.1 -0.3 0.050
H 0.6832 1.9299 -1.6300 1.5 0.6 -0.5 0.024
H -0.3961 0.7653 -2.1421 -0.7 -1.9 -1.8 0.021
H -0.8520 2.1481 -1.2701 -2.0 1.4 0.3 0.015
H -0.5451 2.7142 1.3466 0.1 0.5 -0.3 0.025
H -1.0046 1.4217 2.3537 -0.5 -0.6 0.1 0.025
H 0.6009 1.9383 2.4050 0.9 0.2 0.4 0.018
```
Forces are in eV/Å.

DFT (wB97M-V/def2-TZVPD) results for 2 unconnected molecules or ions with the total composition C2H4N4O5 at a distorted geometry.

Its total energy is -673.61731 Eh. As for the SMILES: NC(=O)N[N+](=O)[O-].[O-][N+]#CO. For the energy above the lowest of the compared OMol25 structures with the same formula, charge and spin, the calculation gives 7.98 kcal/mol. The value obtained for the HOMO-LUMO gap is 0.352 Eh. The spin multiplicity is 1. For the HOMO energy, the calculation gives -0.3597 hartree. The largest force on an atom is 3.7 eV/Å. For the LUMO energy, the calculation gives -0.211 eV.

```
15
Properties=species:S:1:pos:R:3:forces:R:3:lowdin_charge:R:1
C -0.2067 -0.8471 -0.3766 -0.9 0.5 -1.1 -0.587
C 2.4038 1.0799 1.7147 -1.7 1.0 -0.1 -0.129
N -0.6066 -1.8962 -1.0889 -1.7 -1.2 -2.0 0.188
N -0.8542 0.4029 -0.4824 0.0 1.6 0.1 0.172
N 1.3621 1.6079 1.5762 1.7 0.3 -0.6 -0.055
N -1.9390 0.6190 -1.2724 -1.0 0.3 -0.2 -0.402
O 0.7321 -0.8846 0.3416 2.6 -0.1 2.6 0.083
O 3.0747 0.0854 2.1583 1.3 -0.1 0.4 0.152
O 0.5409 2.3505 1.0480 -1.0 0.1 0.1 -0.048
O -2.3797 -0.3081 -1.9686 0.2 1.5 0.5 0.030
O -2.4165 1.7453 -1.1928 0.3 -1.1 -0.3 0.079
H -0.4967 1.3452 0.0206 -0.4 -2.4 -0.9 0.180
H 2.4430 -0.6136 2.2675 -0.6 -1.4 0.1 0.117
H -1.2743 -1.8323 -1.8620 0.3 0.5 0.9 0.097
H -0.3829 -2.8542 -0.8830 0.8 0.4 0.6 0.121
```
Forces are in eV/Å.

DFT (wB97M-V/def2-TZVPD) results for C7H12 in the gas phase at a distorted geometry.

Its total energy is -273.81809 Eh. As for the SMILES: CC#CCCCC. For the energy above the lowest of the compared OMol25 structures with the same formula, charge and spin, the calculation gives 56.77 kcal/mol. The value obtained for the HOMO-LUMO gap is 0.371 Eh. The spin multiplicity is 1. For the HOMO energy, the calculation gives -0.3377 hartree. The largest force on an atom is 1.8 eV/Å. For the LUMO energy, the calculation gives 0.895 eV.

```
19
Properties=species:S:1:pos:R:3:forces:R:3:lowdin_charge:R:1
C -3.1212 0.4140 0.1642 -0.3 0.0 0.0 -0.118
C -1.9332 -0.1440 -0.5886 -0.3 0.0 -0.1 -0.303
C -0.6527 0.4784 -0.1407 -0.1 0.0 -0.1 -0.253
C 0.4744 -0.0934 -0.9739 -0.2 0.2 -0.4 -0.255
C 1.7164 0.4241 -0.4430 0.9 -1.5 0.4 -0.043
C 2.5701 -0.1223 0.2105 -0.3 1.7 0.2 -0.114
C 3.6167 -0.5724 1.0373 0.8 0.0 0.4 -0.099
H -3.0432 0.2429 1.2475 0.1 0.0 -0.3 0.077
H -3.1896 1.4951 0.0125 -0.1 -0.1 0.0 0.074
H -4.0368 -0.0541 -0.1871 -0.3 0.1 0.1 0.064
H -1.8462 -1.2265 -0.4436 -0.2 0.0 0.0 0.112
H -1.9931 0.0272 -1.6730 -0.4 -0.1 0.2 0.115
H -0.5161 0.3056 0.9424 0.3 -0.1 -0.4 0.128
H -0.6705 1.5656 -0.2731 -0.1 0.0 0.0 0.122
H 0.5433 -1.1924 -0.9050 -0.4 0.4 0.0 0.125
H 0.4497 0.1472 -2.0316 -0.8 0.2 -0.2 0.111
H 3.7858 0.1188 1.8667 0.2 -0.1 -0.1 0.091
H 4.4463 -0.6184 0.3498 1.0 -0.3 0.4 0.080
H 3.3747 -1.5478 1.4430 0.2 -0.3 0.1 0.087
```
Forces are in eV/Å.